# C33H31AsBrIN5O7STi

A molecular structure, C33H31AsBrIN5O7STi (wB97M-V/def2-TZVPD, OMol25).

Last column: Mulliken charge in e.
Atoms and positions in Å:
H1 5.68967 -1.77043 -3.98700  0.398
O1 -2.07746 0.53047 -3.48085  -0.736
C1 5.10727 -1.89392 -3.08370  -0.489
C2 -1.95459 -0.10252 1.99673  -0.346
C3 -0.50592 3.64135 -2.24613  0.517
C4 5.01700 -3.09871 -2.45397  -0.805
H2 -2.27476 3.79294 -0.11700  0.300
C5 -2.04974 -2.28914 -3.05529  -1.152
H3 4.48019 0.18332 -3.01543  0.478
H4 -2.91180 -1.72918 -3.39942  0.366
H5 -3.72594 4.80038 1.58529  0.473
H6 1.24731 -0.39806 -4.64754  0.340
C6 -2.60999 3.19396 0.72018  -0.197
C7 -3.84486 3.00178 2.75941  -1.131
H7 -1.84006 -3.16183 -3.67559  0.498
C8 0.15925 -0.43080 -4.69196  -1.142
H8 5.52947 -3.97392 -2.83674  0.406
N1 3.69696 -0.84804 -1.44725  -0.409
O2 -4.30174 -0.15176 -2.75627  -0.770
C9 1.46450 0.46555 2.61682  0.629
As1 -0.43493 -1.25237 -3.06738  0.904
C10 3.58452 -2.04530 -0.81958  0.048
O3 0.03117 -0.35262 -1.69902  0.581
H9 -1.83822 2.88169 -3.51869  0.204
H10 0.54833 -3.33981 -2.06051  0.379
C11 1.02829 1.48421 4.76602  -0.274
N2 2.06160 -0.98460 0.74231  0.163
H11 2.12105 -0.32406 4.50116  0.461
H12 0.05872 -1.97351 0.24768  0.626
O4 -0.58890 2.48156 -1.54022  -0.231
C12 -2.22615 -0.89309 3.12081  1.576
C13 -0.58887 -1.70556 1.07261  -0.673
I1 -1.79033 6.87696 1.22791  -0.826
N3 -1.05532 3.53016 -3.51901  -0.510
C14 -1.61567 -2.15520 3.18048  -1.190
Ti1 -0.77713 1.02107 -0.62176  0.532
C15 4.23547 -3.21333 -1.28042  1.857
C16 2.15544 -0.63961 1.95402  -0.527
H13 0.79791 -3.32016 -3.81794  0.558
N4 -2.16274 1.95802 0.81325  1.253
S1 -3.18154 0.72529 -2.48969  0.859
O5 0.53967 1.61317 0.67449  -0.560
H14 -0.18963 3.41691 2.28571  0.655
N5 -1.14347 -0.51544 1.00092  1.051
C17 -0.80094 -2.56582 2.15633  -1.178
C18 0.82169 -2.71445 -2.91043  -0.953
H15 -0.16036 -1.04722 -5.53198  0.378
H16 -0.00508 3.36682 4.73911  0.531
H17 0.11434 5.64907 -2.20405  0.263
C19 0.38955 2.54988 4.14984  -0.525
H18 -4.28186 1.24163 4.80021  0.406
H19 -3.29270 -0.99461 5.00976  0.420
C20 0.75446 1.51800 1.96952  0.464
C21 0.27293 2.56931 2.77933  -0.369
O6 -3.51519 2.12942 -2.35406  -0.719
C22 -2.51847 1.21164 1.88581  -0.634
Br1 1.15948 1.42861 6.66201  -0.241
C23 2.63289 -3.32816 0.99832  0.157
C24 2.76822 -2.12054 0.35544  -0.879
H20 1.98589 -3.38883 1.86535  0.591
C25 0.09178 4.69661 -1.69646  -1.161
C26 4.42119 -0.78671 -2.53129  -0.417
C27 3.28936 -4.48608 0.52815  -1.074
H21 -1.34754 4.43131 -3.86886  0.297
C28 -3.63445 0.85119 4.02440  -0.959
H22 1.82025 -2.32230 -2.75919  -0.135
C29 -3.46023 3.75748 1.69001  -0.908
H23 3.15651 -5.42039 1.05930  0.406
C30 4.07568 -4.43750 -0.58408  -1.043
C31 -3.35636 1.68680 2.89196  1.363
H24 -4.48308 3.41580 3.53091  0.434
O7 -2.53014 0.24224 -1.15988  -0.481
H25 -1.79333 -2.79224 4.03892  0.415
H26 -2.21121 -2.60706 -2.02516  0.275
C32 1.58300 0.48077 4.01418  -0.788
H27 -0.27110 0.56202 -4.75972  0.314
H28 0.47446 4.63089 -0.69037  0.207
H29 -0.31848 -3.53326 2.17444  0.632
H30 2.81739 -1.20768 2.62584  0.408
H31 4.57819 -5.32356 -0.95297  0.398
C33 -3.09083 -0.37896 4.14196  -1.038

Computed properties:
Gap between HOMO and LUMO, eV: 5.5
Spin multiplicity: 1
E_HOMO, hartree: -0.148
LUMO level, eV: 1.5
E_tot, eV: -229448.1313
Total charge: -1